Record 1
46
Properties=species:S:1:pos:R:3:nbo_charge:R:1 method="wB97M-V/def2-TZVPD" charge=0 spin_multiplicity=1 e_homo_ev=-7.98 orbital_gap_ev=8.56 relative_energy_kcal_mol=359.8
C 5.109 -2.294 -0.482 -0.29
H 5.068 -2.297 -1.656 0.18
O 5.199 -0.905 -0.058 -0.51
C 3.966 -0.262 -0.217 0.24
C 2.789 -0.872 -0.976 -0.27
C 1.583 0.009 -0.909 -0.21
C 1.539 1.261 -0.292 -0.04
C 2.743 1.879 0.052 -0.25
C 3.860 1.109 0.220 0.32
O 4.965 1.676 0.957 -0.53
C 6.153 1.353 1.091 -0.13
H 6.712 2.012 1.461 0.16
H 6.229 0.065 1.567 0.09
H 6.657 1.017 0.129 0.14
H 2.788 2.843 0.450 0.22
C 0.319 2.205 -0.452 -0.23
N -0.692 1.453 0.159 -0.59
C -1.821 1.041 -0.461 0.69
O -1.867 1.322 -1.802 -0.70
C -2.776 0.356 0.468 -0.16
N -4.072 0.245 -0.402 -0.73
C -5.300 0.682 0.462 0.70
O -5.260 0.909 1.555 -0.53
C -6.433 0.689 -0.458 -0.55
H -6.233 1.610 -1.597 0.21
H -7.190 0.850 -0.069 0.12
H -6.458 -0.487 -1.169 0.23
H -3.931 0.413 -1.352 0.42
C -2.241 -1.137 0.730 -0.15
C -2.115 -1.975 -0.588 -0.60
H -1.593 -2.752 -0.546 0.19
H -1.706 -1.419 -1.600 0.21
H -3.134 -2.145 -0.936 0.22
C -2.983 -1.928 1.691 -0.57
H -2.953 -1.302 2.646 0.19
H -2.522 -2.594 1.930 0.17
H -3.977 -1.882 1.248 0.22
H -1.129 -0.948 1.229 0.18
H -2.913 0.868 1.324 0.22
H -0.734 1.568 1.188 0.40
H 0.167 2.258 -1.464 0.25
H 0.427 3.305 0.080 0.20
H 0.669 -0.338 -1.432 0.23
H 2.690 -1.837 -1.194 0.21
H 4.196 -2.874 -0.174 0.20
H 6.204 -2.751 -0.350 0.22

=====

Record 2
74
Properties=species:S:1:pos:R:3:lowdin_spin:R:1 method="wB97M-V/def2-TZVPD" charge=+4 spin_multiplicity=5 e_homo_ev="-17.65 / -20.23" orbital_gap_ev="6.47 / 5.29" relative_energy_kcal_mol=2.5
Pd 0.836 0.283 -0.448 0.95
P 0.441 2.250 -1.601 0.14
P -0.585 -0.910 -2.147 0.16
P 1.691 0.840 1.807 0.24
H 2.005 -2.146 -1.065 0.01
C 1.913 -1.654 -0.089 0.13
C 0.687 -1.735 0.609 0.01
H -0.105 -2.377 0.240 0.00
C 1.501 2.194 -3.085 0.02
C -1.187 2.766 -2.298 0.01
C 0.958 3.783 -0.743 0.04
C -0.869 -2.721 -2.023 0.03
C -2.335 -0.343 -2.261 0.02
C 0.050 -0.801 -3.872 0.01
C 2.022 -0.381 3.141 0.03
C 0.976 2.205 2.791 0.05
C 3.415 1.385 1.551 0.04
H 2.837 -1.467 0.459 0.01
H 0.599 -1.563 1.683 0.00
H 1.779 3.234 -3.294 0.00
H 0.947 1.785 -3.945 0.00
H 2.418 1.609 -2.902 0.00
H -1.084 3.777 -2.722 0.00
H -1.958 2.789 -1.516 0.00
H -1.510 2.091 -3.102 0.00
H 1.018 4.581 -1.499 0.01
H 1.936 3.656 -0.259 0.00
H 0.216 4.067 0.018 0.00
H -1.060 -3.097 -3.040 0.01
H -1.760 -2.912 -1.405 0.00
H 0.007 -3.227 -1.598 0.00
H -2.616 -0.323 -3.328 0.00
H -2.464 0.655 -1.819 0.00
H -2.965 -1.071 -1.727 0.00
H -0.427 -1.607 -4.451 0.00
H 1.140 -0.953 -3.848 0.00
H -0.191 0.171 -4.324 0.00
H 2.800 0.026 3.804 0.01
H 2.366 -1.328 2.713 0.00
H 1.104 -0.546 3.718 0.00
H 1.744 2.598 3.471 0.01
H 0.140 1.810 3.381 0.00
H 0.623 3.004 2.130 0.00
H 4.009 1.428 2.474 0.01
H 3.387 2.369 1.071 0.00
H 3.872 0.680 0.848 0.00
C 5.623 1.359 -1.343 0.24
C 6.132 1.711 -2.603 0.09
C 7.498 1.547 -2.863 0.07
C 8.371 1.088 -1.871 0.31
C 7.840 0.741 -0.627 0.08
C 6.476 0.838 -0.365 0.07
O 4.266 1.420 -1.085 0.14
H 3.845 2.257 -1.428 0.01
H 5.461 2.114 -3.365 0.00
H 7.901 1.802 -3.844 0.00
H 9.448 1.022 -2.060 0.01
H 8.512 0.408 0.155 0.00
H 6.088 0.563 0.607 0.00
C -4.496 -1.962 1.755 0.05
C -3.591 -0.793 1.707 0.24
C -3.723 0.530 2.122 0.35
C -2.531 1.195 1.740 0.00
N -1.677 0.313 1.189 0.33
N -2.349 -0.854 1.188 0.03
C -2.217 2.637 1.866 -0.01
H -4.565 -2.337 2.787 0.02
H -5.498 -1.656 1.422 0.01
H -4.162 -2.787 1.107 0.00
H -4.574 0.964 2.618 0.01
H -1.923 -1.699 0.825 0.00
H -1.652 3.004 0.988 0.00
H -3.149 3.218 1.943 0.00
H -1.635 2.842 2.779 0.00

=====

Record 3
13
Properties=species:S:1:pos:R:3:nbo_charge:R:1 method="wB97M-V/def2-TZVPD" charge=+1 spin_multiplicity=1 e_homo_ev=-14.96 orbital_gap_ev=11.22 smiles="ON1C=[NH+]CC1" relative_energy_kcal_mol=70.0
O -2.349 -0.264 0.084 -0.45
N -0.996 0.026 -0.020 -0.05
C -0.417 1.187 0.036 0.36
N 0.878 1.135 -0.035 -0.51
C 1.327 -0.283 0.162 -0.23
C 0.035 -1.103 0.034 -0.25
H -2.583 -0.393 -0.780 0.48
H -1.017 1.985 -0.119 0.24
H 1.591 1.795 0.232 0.45
H 1.620 -0.307 1.158 0.22
H 2.090 -0.483 -0.528 0.24
H 0.045 -1.473 -1.018 0.23
H -0.224 -1.822 0.795 0.26

=====

Record 4
82
Properties=species:S:1:pos:R:3:lowdin_charge:R:1 method="wB97M-V/def2-TZVPD" charge=0 spin_multiplicity=1 e_homo_ev=-7.23 orbital_gap_ev=6.71 relative_energy_kcal_mol=35.5
Sr 0.057 -0.172 0.033 1.34
C 5.646 1.725 -0.263 -0.21
Si 5.056 2.561 1.274 0.48
C 6.051 1.974 2.732 -0.18
C 5.288 4.392 1.043 -0.17
C 3.233 2.326 1.765 -0.23
C 2.769 3.207 2.731 -0.08
C 1.448 3.203 3.178 -0.07
C 0.601 2.294 2.602 -0.17
N 1.001 1.406 1.678 -0.16
C 2.299 1.383 1.266 -0.73
S 2.770 0.128 0.101 0.48
H 6.667 2.083 -0.446 0.04
H 5.029 1.991 -1.124 0.04
H 5.656 0.639 -0.177 0.01
H 7.120 2.147 2.571 0.03
H 5.902 0.901 2.890 0.03
H 5.760 2.495 3.649 0.03
H 6.334 4.612 0.805 0.04
H 5.021 4.982 1.924 0.02
H 4.676 4.740 0.206 0.05
H 3.451 3.939 3.154 0.10
H 1.093 3.898 3.925 0.10
H -0.448 2.260 2.879 0.11
O -0.994 -2.045 0.487 -0.54
P -0.131 -3.156 1.065 0.49
N -1.052 -4.411 1.533 -0.19
C -0.898 -5.241 2.739 -0.19
C -1.422 -6.594 2.276 -0.17
C -2.594 -6.208 1.374 -0.16
C -2.103 -4.950 0.644 -0.17
N 0.723 -2.717 2.375 -0.18
C 0.066 -1.996 3.498 -0.16
C 1.235 -1.558 4.392 -0.15
C 2.374 -2.502 4.013 -0.16
C 2.204 -2.658 2.511 -0.17
N 0.950 -3.578 -0.095 -0.17
C 0.747 -3.230 -1.527 -0.18
C 1.573 -4.275 -2.278 -0.15
C 1.536 -5.488 -1.355 -0.16
C 1.700 -4.850 0.017 -0.18
H -1.514 -4.857 3.558 0.11
H 0.136 -5.262 3.078 0.11
H -1.710 -7.237 3.106 0.11
H -0.652 -7.110 1.694 0.11
H -3.468 -5.970 1.982 0.11
H -2.877 -6.996 0.678 0.11
H -2.898 -4.222 0.488 0.11
H -1.683 -5.200 -0.335 0.11
H -0.636 -2.648 4.020 0.11
H -0.497 -1.134 3.137 0.10
H 0.973 -1.610 5.447 0.11
H 1.507 -0.526 4.162 0.11
H 2.242 -3.467 4.510 0.11
H 3.357 -2.113 4.272 0.12
H 2.673 -3.559 2.121 0.10
H 2.605 -1.800 1.971 0.05
H 1.113 -2.223 -1.751 0.09
H -0.308 -3.286 -1.798 0.11
H 2.602 -3.928 -2.389 0.12
H 1.172 -4.465 -3.272 0.12
H 2.319 -6.213 -1.571 0.12
H 0.570 -5.995 -1.423 0.11
H 2.753 -4.652 0.226 0.11
H 1.300 -5.461 0.828 0.11
N -1.823 0.757 -1.581 -0.03
C -1.085 1.833 -2.199 -0.36
C -0.828 1.872 -3.554 -0.04
C 0.021 2.855 -4.058 -0.03
C 0.602 3.790 -3.212 -0.24
C 0.318 3.750 -1.848 -0.04
C -0.516 2.771 -1.342 -0.08
S 1.742 5.026 -3.824 0.39
O 1.780 4.781 -5.254 -0.36
O 1.124 6.276 -3.426 -0.35
O 2.972 4.716 -3.115 -0.36
H -2.198 0.101 -2.257 0.09
H -2.625 1.091 -1.056 0.10
H -1.272 1.134 -4.216 0.11
H 0.255 2.909 -5.114 0.11
H 0.774 4.483 -1.194 0.13
H -0.720 2.730 -0.275 0.09

=====

Record 5
16
Properties=species:S:1:pos:R:3:nbo_charge:R:1 method="wB97M-V/def2-TZVPD" charge=0 spin_multiplicity=1 e_homo_ev=-8.65 orbital_gap_ev=9.27 relative_energy_kcal_mol=103.8
C -0.585 0.188 -1.845 -0.69
C -0.532 0.518 -0.401 0.48
C -1.204 1.433 0.282 -0.65
O 1.171 0.363 0.132 -0.67
H 1.386 1.080 0.750 0.51
H -1.198 -0.699 -2.006 0.24
H -1.010 1.031 -2.392 0.23
H 0.413 -0.008 -2.236 0.24
H -1.959 2.007 -0.237 0.24
H -1.086 1.583 1.345 0.22
C 0.797 -0.972 0.922 0.97
O 1.800 -1.873 0.711 -0.68
O 0.811 -0.634 2.263 -0.72
O -0.364 -1.177 0.359 -0.70
H -0.116 -0.617 2.533 0.50
H 1.676 -2.225 -0.180 0.49

=====

Record 6
117
Properties=species:S:1:pos:R:3:lowdin_charge:R:1 method="wB97M-V/def2-TZVPD" charge=0 spin_multiplicity=1 e_homo_ev=-7.18 orbital_gap_ev=6.86 relative_energy_kcal_mol=85.2
Pb -0.780 -1.743 1.097 1.20
O -4.948 -3.022 1.467 0.04
C -3.744 -2.947 1.252 -0.47
N -3.012 -1.820 1.137 -0.03
C -3.619 -0.547 1.254 -0.22
C -4.947 -0.293 0.894 -0.03
C -5.498 0.963 1.065 -0.13
C -4.727 1.987 1.600 -0.09
C -3.405 1.752 1.920 -0.07
C -2.825 0.496 1.736 -0.29
N -1.440 0.299 1.923 -0.05
C -0.878 0.866 3.029 -0.49
O -1.478 1.167 4.053 0.06
C 0.575 1.289 2.957 -0.21
C 1.276 1.440 4.153 -0.03
C 2.546 1.980 4.117 -0.05
C 3.054 2.402 2.893 -0.03
C 2.271 2.238 1.765 -0.21
N 1.066 1.670 1.783 0.10
C -3.006 -4.260 1.115 -0.19
C -3.748 -5.432 1.222 0.02
C -3.109 -6.646 1.079 -0.04
C -1.743 -6.652 0.832 -0.04
C -1.082 -5.443 0.746 -0.15
N -1.697 -4.260 0.887 0.02
H -5.551 -1.097 0.510 0.11
H -6.531 1.133 0.788 0.11
H -5.149 2.969 1.768 0.11
H -2.811 2.545 2.352 0.10
H 0.799 1.161 5.081 0.12
H 3.122 2.095 5.026 0.11
H 4.034 2.855 2.816 0.11
H 2.618 2.583 0.796 0.01
H -4.807 -5.344 1.412 0.12
H -3.663 -7.573 1.149 0.11
H -1.193 -7.575 0.707 0.11
H -0.019 -5.424 0.562 0.09
C 1.398 -1.912 4.202 -0.20
Si 0.445 -3.001 3.011 0.47
C -0.508 -4.279 4.000 -0.19
C 1.722 -3.910 1.929 -0.32
C 2.623 -4.691 2.663 -0.10
C 3.624 -5.434 2.060 -0.07
C 3.737 -5.421 0.679 -0.07
C 2.856 -4.659 -0.071 -0.11
C 1.848 -3.885 0.520 -0.33
Si 0.892 -2.835 -0.757 0.53
C 2.225 -2.182 -1.905 -0.18
C -0.280 -3.683 -1.959 -0.21
H 2.174 -2.492 4.708 0.04
H 0.721 -1.507 4.957 0.04
H 1.873 -1.069 3.699 0.01
H 0.121 -4.653 4.811 0.04
H -0.815 -5.125 3.384 0.02
H -1.404 -3.841 4.446 0.04
H 2.537 -4.716 3.745 0.10
H 4.308 -6.019 2.662 0.11
H 4.512 -5.994 0.185 0.11
H 2.964 -4.672 -1.149 0.09
H 2.503 -3.026 -2.544 0.04
H 3.113 -1.830 -1.388 0.03
H 1.862 -1.393 -2.561 0.01
H 0.208 -4.549 -2.417 0.04
H -0.494 -2.962 -2.752 0.04
H -1.225 -4.001 -1.529 0.01
C 0.468 0.981 -2.120 -0.45
C -0.794 1.673 -2.631 -0.44
As -1.988 2.237 -1.156 1.36
C -3.571 2.605 -2.255 -0.37
C -3.596 3.372 -3.418 -0.11
C -4.772 3.528 -4.138 -0.09
C -5.942 2.917 -3.708 -0.10
C -5.931 2.148 -2.554 -0.08
C -4.751 1.993 -1.837 -0.12
C -1.234 4.020 -0.838 -0.40
C -0.853 4.936 -1.814 -0.13
C -0.226 6.124 -1.465 -0.11
C 0.043 6.409 -0.133 -0.09
C -0.340 5.508 0.851 -0.08
C -0.976 4.327 0.497 -0.14
As 1.709 2.231 -1.209 1.37
C 3.085 0.987 -0.527 -0.39
C 4.432 1.156 -0.842 -0.10
C 5.416 0.373 -0.246 -0.08
C 5.071 -0.583 0.701 -0.08
C 3.736 -0.731 1.057 -0.08
C 2.763 0.044 0.445 -0.18
C 2.573 2.836 -2.867 -0.39
C 3.099 1.967 -3.823 -0.12
C 3.613 2.451 -5.016 -0.08
C 3.609 3.819 -5.272 -0.09
C 3.097 4.693 -4.327 -0.09
C 2.581 4.202 -3.133 -0.12
H 0.995 0.529 -2.959 0.04
H 0.199 0.190 -1.414 0.01
H -1.366 0.973 -3.243 0.07
H -0.544 2.524 -3.269 0.05
H -2.700 3.856 -3.781 0.08
H -4.774 4.131 -5.038 0.10
H -6.858 3.038 -4.274 0.10
H -6.840 1.674 -2.208 0.10
H -4.746 1.392 -0.934 0.05
H -1.015 4.733 -2.865 0.08
H 0.054 6.829 -2.239 0.10
H 0.552 7.326 0.134 0.10
H -0.137 5.717 1.894 0.10
H -1.250 3.611 1.265 0.07
H 4.730 1.915 -1.552 0.10
H 6.454 0.520 -0.517 0.10
H 5.830 -1.205 1.157 0.10
H 3.459 -1.460 1.810 0.10
H 1.733 -0.086 0.745 0.05
H 3.129 0.900 -3.629 0.10
H 4.013 1.763 -5.750 0.10
H 3.999 4.194 -6.209 0.10
H 3.097 5.759 -4.520 0.10
H 2.176 4.886 -2.395 0.08

=====

Record 7
10
Properties=species:S:1:pos:R:3:nbo_charge:R:1 method="wB97M-V/def2-TZVPD" charge=-1 spin_multiplicity=2 e_homo_ev="0.34 / -4.01" orbital_gap_ev="2.77 / 7.01" relative_energy_kcal_mol=16.3
S 3.008 -1.181 -0.408 -0.27
H 3.302 -0.087 0.318 0.13
H 3.724 -1.928 0.448 0.12
C -1.993 1.251 0.089 -0.76
S -1.030 0.525 -1.239 -0.24
S -0.743 -1.492 -0.522 -0.65
H -1.459 1.289 1.039 0.19
H -2.262 2.292 -0.193 0.20
H -2.928 0.761 0.247 0.19
H 0.381 -1.430 0.221 0.09

=====

Record 8
100
Properties=species:S:1:pos:R:3:lowdin_charge:R:1 method="wB97M-V/def2-TZVPD" charge=-1 spin_multiplicity=1 e_homo_ev=-4.58 orbital_gap_ev=6.26
O 5.929 -4.318 -3.063 -0.50
P 5.126 -3.406 -4.116 0.62
O 4.761 -4.320 -5.562 -0.32
O 6.060 -1.938 -4.472 -0.33
Al 3.148 -2.699 -3.020 0.17
O 3.652 -1.620 -1.555 -0.33
C 2.084 -1.640 -4.412 -0.21
C 0.342 -1.919 -4.157 -0.22
C -0.045 -3.526 -3.625 -0.08
O -0.328 -2.939 -5.135 -0.29
H 4.395 -5.217 -5.301 0.07
H 5.974 -1.414 -3.600 0.06
H 2.453 -4.016 -2.488 -0.07
H 3.288 -0.674 -1.664 0.00
H 2.143 -0.471 -4.196 0.04
H 2.294 -1.910 -5.530 0.05
H -0.334 -0.973 -3.687 0.14
H 0.511 -4.430 -4.122 0.11
H -1.020 -3.560 -2.978 0.08
C 4.048 3.236 -1.986 -0.11
C 4.898 2.035 -1.626 -0.31
O 4.520 0.919 -2.417 -0.10
H 2.987 3.018 -1.828 0.08
H 4.324 4.105 -1.381 0.07
H 4.167 3.491 -3.044 0.07
H 4.760 1.771 -0.573 0.12
H 5.960 2.241 -1.794 0.11
H 4.654 1.161 -3.349 0.10
C -1.943 -7.221 -0.747 -0.10
C -1.672 -6.068 -1.691 -0.33
O -2.202 -4.865 -1.154 -0.11
H -3.019 -7.337 -0.581 0.07
H -1.544 -8.156 -1.148 0.07
H -1.489 -7.035 0.232 0.07
H -2.146 -6.248 -2.661 0.12
H -0.597 -5.937 -1.852 0.11
H -1.768 -4.711 -0.297 0.06
C -3.239 -3.784 3.589 -0.08
C -2.553 -2.819 2.645 -0.31
O -2.306 -3.453 1.399 -0.09
H -2.621 -4.673 3.748 0.08
H -3.433 -3.311 4.557 0.07
H -4.190 -4.128 3.169 0.07
H -1.594 -2.494 3.059 0.10
H -3.172 -1.933 2.471 0.10
H -3.165 -3.730 1.035 0.09
C 1.779 7.517 -3.150 -0.10
C 2.629 6.316 -2.790 -0.34
O 2.250 5.200 -3.581 -0.09
H 0.717 7.299 -2.992 0.08
H 2.054 8.386 -2.545 0.07
H 1.897 7.772 -4.208 0.07
H 2.491 6.052 -1.737 0.11
H 3.690 6.522 -2.958 0.11
H 2.385 5.442 -4.513 0.09
C -3.453 1.200 -4.402 -0.10
C -2.115 1.899 -4.279 -0.33
O -1.082 1.061 -4.776 -0.10
H -3.447 0.257 -3.845 0.08
H -4.260 1.831 -4.018 0.07
H -3.666 0.951 -5.446 0.07
H -1.896 2.127 -3.232 0.11
H -2.109 2.837 -4.844 0.10
H -1.281 0.872 -5.709 0.10
C 0.926 0.335 3.341 -0.09
C 0.493 0.960 2.031 -0.32
O 0.612 0.013 0.980 -0.07
H 1.962 -0.014 3.278 0.08
H 0.844 1.053 4.162 0.07
H 0.310 -0.540 3.576 0.05
H 1.125 1.819 1.790 0.11
H -0.546 1.299 2.083 0.09
H 0.040 -0.743 1.199 0.08
C -3.792 1.134 1.587 -0.09
C -4.266 1.054 3.023 -0.33
O -3.172 1.246 3.907 -0.10
H -3.026 0.376 1.392 0.07
H -4.623 0.983 0.893 0.07
H -3.335 2.108 1.384 0.07
H -4.702 0.072 3.228 0.10
H -5.023 1.817 3.230 0.10
H -2.797 2.124 3.723 0.05
C -2.870 6.307 5.280 -0.10
C -1.960 5.243 4.701 -0.31
O -2.722 4.308 3.952 -0.10
H -3.630 5.853 5.925 0.08
H -2.298 7.033 5.864 0.07
H -3.404 6.836 4.484 0.07
H -1.446 4.703 5.501 0.12
H -1.206 5.688 4.044 0.11
H -3.168 4.797 3.240 0.10
C 1.555 -2.467 6.696 -0.09
C 0.394 -2.908 5.830 -0.33
O -0.752 -2.120 6.117 -0.10
H 1.302 -2.563 7.757 0.08
H 2.446 -3.067 6.490 0.08
H 1.792 -1.413 6.520 0.07
H 0.147 -3.955 6.025 0.11
H 0.635 -2.802 4.767 0.10
H -0.524 -1.193 5.932 0.08

=====

Record 9
30
Properties=species:S:1:pos:R:3:nbo_charge:R:1 method="wB97M-V/def2-TZVPD" charge=0 spin_multiplicity=1 e_homo_ev=-8.98 orbital_gap_ev=9.35 smiles="CC/C=[N+](/[O-])O.CC(=O)c1ccccc1" relative_energy_kcal_mol=115.5
C -2.416 -3.249 0.354 -0.60
C -1.330 -2.219 0.168 -0.45
C -1.763 -0.838 0.576 -0.04
N -1.835 0.186 -0.178 0.37
O -2.160 1.331 0.055 -0.48
O -1.215 -0.048 -1.451 -0.58
H -3.345 -3.084 -0.335 0.21
H -1.948 -4.250 0.071 0.22
H -2.803 -3.280 1.408 0.21
H -0.550 -2.427 0.842 0.21
H -0.929 -2.195 -0.780 0.23
H -2.122 -0.735 1.537 0.20
H -1.531 0.842 -1.916 0.49
C 1.625 -0.552 1.939 -0.74
C 1.235 0.889 1.785 0.56
O 1.253 1.715 2.653 -0.54
C 1.112 1.354 0.387 -0.17
C 1.662 0.476 -0.575 -0.18
C 1.808 0.893 -1.936 -0.21
C 1.378 2.170 -2.298 -0.20
C 0.929 3.095 -1.323 -0.22
C 0.850 2.706 0.008 -0.14
H 2.736 -0.435 1.838 0.25
H 1.053 -1.235 1.185 0.23
H 1.519 -0.716 3.091 0.25
H 1.888 -0.625 -0.446 0.22
H 2.272 0.254 -2.661 0.21
H 1.403 2.601 -3.334 0.22
H 0.688 4.097 -1.493 0.22
H 0.536 3.280 0.829 0.23

=====

Record 10
8
Properties=species:S:1:pos:R:3:nbo_charge:R:1 method="wB97M-V/def2-TZVPD" charge=0 spin_multiplicity=1 e_homo_ev=-9.94 orbital_gap_ev=7.83 relative_energy_kcal_mol=64.6
C -1.083 -0.239 -0.209 -0.78
O 0.394 1.670 1.027 -0.91
O 1.118 -0.498 0.132 -0.73
S 0.443 0.938 -0.193 1.53
Br 3.195 -0.533 -0.088 0.18
H -1.880 0.368 0.319 0.24
H -1.061 -1.211 0.219 0.25
H -1.126 -0.495 -1.206 0.22